{
  "formula": "C3H3KMgO4",
  "method": "the ωB97M-V functional and the def2-TZVPD basis",
  "e_lumo_ha": [-0.196, -0.198],
  "largest_force_ev_per_a": 5.24,
  "de_lowest_ev": 7.061,
  "e_homo_ev": [-11.843, -11.669],
  "total_charge": 1,
  "homo_lumo_gap_ev": [6.50, 6.28],
  "spin_multiplicity": 2,
  "species": ["O", "O", "C", "C", "O", "O", "C", "H", "H", "H", "K", "Mg"],
  "xyz": [[0.529859, -0.056002, 2.353219], [-0.836097, 0.866156, -0.778939], [-1.213239, -0.323458, -0.473813], [1.156008, 0.480042, -0.233005], [-1.509215, -0.527698, 0.735334], [-0.731212, -1.286923, -1.200496], [0.772951, 0.566619, 1.226614], [1.595512, 1.365077, -0.707279], [0.733734, 1.665391, 1.369068], [2.040804, 0.094173, 0.967907], [-3.760877, -1.479462, -1.964851], [1.221771, -1.363913, -1.293759]],
  "forces_ev_per_angstrom": [[0.2, -0.5, -3.4], [0.0, 1.1, -1.6], [2.9, 0.8, 4.3], [0.5, -2.4, 1.5], [-1.9, -0.6, -1.3], [-0.3, -2.6, -2.4], [1.3, 2.4, 1.8], [-0.3, 0.1, 1.0], [-0.2, -0.2, 0.2], [-0.7, 1.2, -1.0], [0.4, 0.1, 0.3], [-1.9, 0.7, 0.5]],
  "mulliken_spin": [0.5699, 0.2600, -0.0545, 0.0738, 0.1208, -0.0085, -0.0924, -0.0057, 0.0129, 0.1356, -0.0010, -0.0110]
}

=====

{
  "formula": "C3H3KO4",
  "method": "the ωB97M-V functional and the def2-TZVPD basis",
  "e_lumo_ha": [-0.153, -0.251],
  "largest_force_ev_per_a": 6.34,
  "e_homo_ev": [-14.922, -14.814],
  "total_charge": 1,
  "homo_lumo_gap_ev": [10.76, 7.99],
  "spin_multiplicity": 2,
  "species": ["C", "C", "O", "O", "H", "H", "K", "O", "O", "C", "H"],
  "xyz": [[1.293986, -1.957178, 0.500470], [-0.175478, -2.026073, 0.165213], [-0.663453, -1.003648, -0.599881], [2.038768, -1.126639, 0.032972], [1.627706, -2.616163, 1.325792], [-0.443519, -3.004428, -0.281608], [1.371524, 1.003250, -1.160544], [-2.892138, 1.007189, 0.794591], [-0.718100, 1.497304, 0.461005], [-1.719383, 0.905376, 0.682834], [-0.730985, -2.022587, 1.130776]],
  "forces_ev_per_angstrom": [[0.4, 0.5, 0.3], [-0.5, 0.2, 0.4], [0.4, -0.4, -0.1], [-0.2, -0.6, 0.1], [0.0, -0.1, -0.3], [0.0, 0.2, 0.0], [0.0, 0.3, -0.3], [2.0, -2.8, 0.4], [1.1, -2.4, 0.4], [-3.2, 5.4, -0.7], [0.1, -0.3, -0.2]],
  "mulliken_spin": [-0.0052, -0.0005, 0.8675, 0.0049, 0.0050, 0.0703, -0.0009, -0.0054, 0.0263, -0.0052, 0.0433]
}

=====

{
  "formula": "C3H3LiO3Tl",
  "method": "the ωB97M-V functional and the def2-TZVPD basis",
  "e_lumo_ha": [-0.018, -0.022],
  "largest_force_ev_per_a": 2.31,
  "de_lowest_ev": 3.903,
  "e_homo_ev": [-6.588, -6.576],
  "total_charge": 0,
  "homo_lumo_gap_ev": [6.11, 5.97],
  "spin_multiplicity": 2,
  "species": ["C", "C", "O", "O", "H", "H", "O", "C", "Li", "Tl", "H"],
  "xyz": [[-1.140561, 0.353401, 0.386823], [0.198133, -0.221086, 0.060162], [1.080019, 0.821785, -0.306798], [-2.032654, -0.152230, 1.003295], [0.052253, -0.950106, -0.755662], [0.554514, -0.777120, 0.943686], [2.646042, -0.725384, -0.570970], [2.381164, 0.486742, -0.624222], [-3.971027, -0.038464, 1.224328], [4.596601, 0.281895, -1.148452], [-4.364483, 0.920569, -0.212189]],
  "forces_ev_per_angstrom": [[-1.1, -0.2, 0.7], [0.2, -0.7, 0.1], [0.9, 0.3, -0.3], [1.3, 0.2, -0.5], [0.0, 0.2, 0.2], [0.0, 0.2, -0.2], [-0.9, -0.8, 0.3], [-2.2, 0.1, 0.6], [0.0, 0.5, -0.8], [2.1, 0.5, -0.6], [-0.2, -0.4, 0.5]],
  "mulliken_spin": [0.6778, 0.0986, 0.0006, 0.1978, -0.0010, 0.0162, 0.0071, 0.0008, 0.0014, 0.0004, 0.0003]
}

=====

{
  "formula": "C3H3LiO4Yb",
  "method": "the ωB97M-V functional and the def2-TZVPD basis",
  "e_lumo_ha": -0.026,
  "largest_force_ev_per_a": 1.97,
  "e_homo_ev": -4.038,
  "total_charge": 0,
  "homo_lumo_gap_ev": 3.32,
  "spin_multiplicity": 1,
  "species": ["O", "C", "C", "H", "H", "C", "O", "O", "Li", "Yb", "O", "H"],
  "xyz": [[0.742220, 0.453420, -0.601564], [0.113477, 1.447513, -0.171074], [-1.351423, 1.192418, 0.105263], [-1.933976, 1.807685, -0.602620], [-1.573787, 1.563233, 1.121244], [2.345925, -2.967895, 0.175045], [1.223083, -2.723790, -0.028416], [3.479426, -2.993719, 0.398317], [-0.153613, -1.226492, -0.447709], [1.402972, 3.977860, -0.039005], [-1.677918, -0.187260, -0.018571], [-2.616386, -0.342969, 0.109092]],
  "forces_ev_per_angstrom": [[-0.2, -0.6, 0.2], [0.3, 0.6, -0.3], [-0.1, 0.9, 0.3], [0.2, -0.2, 0.1], [0.0, -0.2, -0.2], [0.9, 1.7, 0.3], [-0.3, -0.7, -0.1], [-0.7, -0.9, -0.2], [0.2, 0.5, 0.0], [-0.1, -0.2, 0.0], [-0.3, -1.1, -0.1], [0.0, 0.1, 0.0]],
  "mulliken_charge": [-0.7477, 0.2161, -0.3449, 0.2941, 0.2956, 0.7112, -0.4814, -0.2854, 0.8896, -0.2797, -0.5233, 0.2558]
}